Density functional theory data (ωB97M-V/def2-TZVPD) for a molecular structure, C5H10N3.

Last column: Mulliken charge in e.
Cartesian coordinates (Å):
C  -1.03507  1.00329  0.71462  -0.21
C  -0.03510  1.98719  0.28469  -0.23
C  -1.01238  -0.25265  0.34939  0.41
C  0.83381  0.61259  -1.41819  -0.46
C  -1.76031  -1.48794  0.37124  -1.01
N  0.77975  1.83858  -0.66519  -0.47
N  0.62822  -0.59893  -0.67744  -0.50
N  1.67095  -0.75912  0.30648  -0.15
H  -1.84912  1.36973  1.32545  0.44
H  -0.02276  2.94137  0.79393  0.43
H  0.06920  0.63883  -2.20174  0.37
H  1.81456  0.58038  -1.91304  0.36
H  -2.15115  -1.69687  -0.62507  0.26
H  -2.59823  -1.38647  1.06189  0.40
H  -1.14892  -2.33736  0.66907  0.29
H  1.37594  -1.46851  0.99374  0.33
H  1.91640  0.12339  0.79894  0.38
H  2.52421  -1.10751  -0.16877  0.37

LUMO level: -3.8 eV
Multiplicity: 1
HOMO: -13.68 eV
Relative energy (zero: lowest compared OMol25 entry of this formula, charge and spin): 426.2 kJ/mol
Total charge: +1